No. 1
ORCA calculation (ωB97M-V with the def2-TZVPD basis set) on a molecular structure, C60H58Ge2N5O3S2Sc.

Results
* F_max: 0.501 eV Å⁻¹
* charge: -1
* expectation value of S²: 0.769
* HOMO energy (spin up / spin down): -0.117 / -0.194 Eh
* relative energy (zero: lowest compared OMol25 entry of this formula, charge and spin): 6.1 kJ/mol
* spin multiplicity: 2
* lowest unoccupied orbital energy (spin up / spin down): 2.353 / 2.335 eV
* E: -232162.486 eV

Last column: Löwdin charge in e.
CARTESIAN COORDINATES (ANGSTROEM)
H  6.702  -0.651  -0.974  0.0960
Ge  1.074  0.020  2.657  0.8862
C  4.600  -0.725  -0.467  -0.0800
H  2.324  -3.256  3.141  0.0127
C  2.892  2.527  -9.371  -0.1070
Ge  0.686  -2.967  1.183  0.7210
C  0.615  1.957  -5.772  -0.4337
C  2.612  2.858  -7.007  -0.0598
C  -5.102  -2.752  1.216  -0.0806
H  2.689  1.313  4.609  0.0951
H  1.635  -6.670  -3.527  0.0958
H  -4.153  1.197  -1.600  0.0809
H  0.429  2.905  -5.264  0.0854
H  -0.672  -6.785  -2.638  0.0999
C  -2.447  2.976  3.924  -0.2048
N  -0.762  1.164  -3.502  -0.0496
C  4.015  0.107  1.734  -0.1571
N  -1.854  0.969  -2.647  0.0554
C  -4.778  2.137  3.400  -0.1082
C  -0.914  -4.028  0.759  -0.2016
H  2.669  -2.650  -0.511  -0.0218
C  -1.227  4.315  -2.454  -0.0432
C  -0.272  -5.844  -2.995  -0.0814
C  0.704  -0.797  4.427  -0.2634
C  -3.536  2.039  -1.292  -0.0114
C  1.390  -3.735  2.851  -0.2162
H  1.654  3.398  -0.042  0.1116
N  -3.104  -0.884  0.349  0.0674
H  4.281  3.586  -8.128  0.0978
C  1.335  -1.806  6.540  -0.0975
H  -2.022  4.544  -3.154  0.1107
C  -0.543  -3.479  -3.374  -0.1855
H  -1.418  -0.698  4.097  0.0874
C  -3.439  2.643  2.835  -0.2501
N  -3.008  1.545  1.961  0.1438
C  1.528  -4.569  -3.939  -0.0814
C  1.409  2.157  -7.031  -0.3128
H  -2.909  -3.292  -4.513  0.1284
H  0.032  1.092  -8.271  0.1092
C  0.750  -3.422  -3.876  -0.0457
H  -0.350  1.496  -5.971  0.0707
C  -2.210  2.009  -1.979  -0.3055
H  -5.637  2.546  2.858  0.1230
C  -3.587  -1.902  -0.428  -0.2413
H  -1.171  1.670  6.779  0.1026
C  1.933  -3.411  -0.270  -0.1919
H  -0.714  -5.091  0.895  0.0192
H  -0.156  6.145  -2.808  0.0875
C  0.963  1.644  -8.243  -0.0490
C  0.385  0.634  -3.326  -1.0972
H  0.681  -3.605  3.667  0.0112
C  3.023  0.400  2.712  -0.1901
H  -0.666  1.880  2.478  -0.0037
C  5.373  0.434  1.964  -0.1745
C  5.960  -0.438  -0.215  -0.0870
C  5.730  1.075  3.174  -0.0510
H  2.971  3.256  -6.067  0.1118
H  -3.408  2.020  -0.205  0.0563
S  1.547  0.868  -4.656  0.8874
C  -1.242  3.114  -1.772  -0.1327
H  2.726  -1.072  5.094  0.0906
C  -1.386  -2.228  -3.312  -0.2435
C  -4.546  -2.811  -0.087  -0.0267
H  -1.200  -3.864  -0.277  -0.0166
H  -4.839  -3.563  -0.804  0.1103
H  -0.266  -2.468  7.808  0.0919
C  3.348  3.041  -8.165  -0.0902
C  -3.832  -0.714  1.530  -0.1976
H  -5.805  -3.493  1.568  0.0909
C  0.381  1.842  2.757  -0.1761
C  -0.175  5.206  -2.271  -0.1141
C  1.677  -1.209  5.333  -0.1206
H  0.071  3.814  6.741  0.0966
O  -0.289  1.641  -0.202  -0.2372
C  -2.793  -2.399  -3.901  -0.0646
C  -1.342  2.386  5.985  -0.0789
H  2.539  -4.508  -4.318  0.1028
H  1.333  1.421  -10.341  0.0962
H  1.692  5.546  -1.275  0.0958
C  0.003  -1.999  6.869  -0.1101
H  2.113  -2.128  7.222  0.0946
H  0.939  2.467  2.064  0.0195
H  2.608  -0.628  0.294  0.0418
O  -3.658  -2.521  -2.752  0.0220
H  -1.754  -3.748  1.397  0.0187
C  -0.631  -1.000  4.779  -0.1238
C  1.023  -5.779  -3.492  -0.0969
C  -4.753  -1.673  1.982  -0.0286
H  -5.211  -1.514  2.947  0.1109
C  -2.239  2.089  4.976  -0.0456
C  -0.217  2.782  -0.867  -0.3285
H  -4.034  2.978  -1.547  0.0867
C  0.850  3.667  -0.712  0.0005
H  -0.288  5.405  4.881  0.0989
C  6.333  0.132  0.967  -0.0527
C  -0.841  4.476  4.916  -0.0919
H  1.580  -4.799  2.710  0.0112
H  -3.114  -1.512  -4.450  0.1291
C  3.419  1.058  3.851  -0.1309
C  -3.774  0.546  2.209  -0.3349
C  4.770  1.392  4.087  -0.0836
H  -2.056  -4.757  -2.541  0.1188
H  5.039  1.898  5.006  0.0968
C  3.662  -0.456  0.484  -0.0540
C  -0.639  3.584  5.959  -0.1023
H  -4.898  2.321  4.467  0.1224
H  -3.582  3.537  2.219  0.1385
N  -1.683  -1.836  -1.915  0.0868
C  -0.984  -1.591  5.982  -0.0995
H  3.466  2.670  -10.277  0.0940
C  -1.744  4.171  3.906  -0.0449
H  -0.855  -1.423  -3.819  0.1040
H  -2.030  -1.739  6.225  0.0980
H  7.371  0.379  1.155  0.1032
Sc  -0.921  -0.186  -0.367  0.8037
H  6.769  1.327  3.349  0.1036
H  0.501  2.235  3.766  0.0175
H  2.461  -4.330  -0.008  0.0235
O  -4.735  0.728  3.189  -0.0390
H  -2.768  1.146  4.990  0.1121
H  4.304  -1.140  -1.420  0.0960
C  -1.052  -4.701  -2.944  -0.0450
C  0.860  4.866  -1.409  -0.0953
H  1.355  -3.595  -1.172  -0.0058
H  -1.887  4.858  3.082  0.1130
C  1.696  1.828  -9.407  -0.0954
C  0.108  -1.107  1.386  -0.5278
H  1.151  -2.469  -4.196  0.0894
S  1.107  -0.333  -2.076  0.6183
H  -0.806  -1.252  1.995  -0.0381
C  -2.920  -2.075  -1.719  -0.3452

Cartesian forces, eV/Å:
0.0 0.0 0.0
-0.1 0.1 -0.1
0.1 0.0 0.0
0.1 0.0 0.0
0.0 0.0 0.0
-0.2 0.0 0.1
0.0 0.0 0.0
0.0 0.0 0.0
0.0 0.0 -0.1
0.0 0.0 0.0
0.0 -0.1 0.0
0.0 0.0 0.0
0.0 0.0 0.0
0.0 0.0 0.0
0.0 0.0 0.1
-0.1 0.0 0.0
-0.1 0.1 -0.2
0.0 0.2 -0.2
0.0 0.1 0.1
-0.1 0.0 0.1
0.0 0.0 0.1
0.0 0.0 0.0
0.0 0.0 0.0
0.0 0.1 0.0
0.0 0.0 0.0
0.1 0.1 0.0
0.0 0.0 0.0
0.4 -0.2 -0.3
0.1 0.0 0.0
0.0 0.0 0.0
0.0 0.0 0.0
0.0 0.0 0.0
0.0 0.0 -0.1
-0.1 0.2 -0.1
0.1 -0.1 0.1
0.0 0.0 0.0
0.0 0.0 0.0
0.0 0.1 0.0
0.0 0.0 0.0
0.0 0.0 0.0
0.0 0.0 0.0
0.1 -0.1 0.0
0.0 0.0 0.0
0.0 -0.1 -0.1
0.0 0.0 0.0
0.0 0.1 0.0
0.0 -0.1 0.0
0.0 0.0 0.0
0.0 0.0 0.0
0.2 0.0 0.0
-0.1 0.0 0.0
0.0 -0.2 0.1
0.0 0.0 -0.1
0.0 0.0 0.0
-0.1 0.0 0.0
0.0 0.0 -0.1
0.0 0.0 0.1
0.0 0.0 -0.1
0.0 0.0 0.0
0.0 0.1 -0.1
0.0 0.0 0.0
0.0 0.2 -0.1
0.0 0.1 0.1
0.0 0.0 -0.1
0.0 0.0 0.0
0.0 0.0 0.0
0.0 0.0 0.0
-0.1 0.1 0.1
0.0 0.0 0.0
0.0 0.0 0.0
0.0 0.0 0.0
0.0 0.0 0.0
0.0 0.0 0.0
-0.2 0.4 0.1
-0.1 0.0 -0.2
0.1 0.0 0.0
0.0 0.0 0.0
0.0 0.0 0.0
0.0 0.0 0.0
0.0 0.0 0.0
0.0 0.0 0.0
0.0 0.1 -0.1
0.1 0.0 -0.1
0.2 0.0 0.1
0.0 0.0 0.0
0.0 0.0 0.0
0.0 0.0 0.0
0.0 0.0 0.0
0.0 0.0 0.0
0.0 0.0 0.0
0.0 -0.1 0.1
0.0 0.0 0.0
-0.1 0.1 0.1
0.0 0.0 0.0
0.0 0.0 0.0
0.0 0.0 0.0
0.0 -0.1 0.0
0.1 0.0 0.0
0.1 0.0 0.0
-0.1 -0.2 0.0
0.0 0.1 0.1
0.0 0.0 0.0
0.0 0.0 0.0
-0.1 0.0 0.0
0.0 0.0 0.0
0.0 0.0 0.0
0.0 0.0 0.1
-0.2 0.0 0.1
0.0 0.0 0.0
0.0 0.0 0.0
0.0 0.0 0.0
-0.1 0.0 0.1
0.0 0.0 0.0
0.0 0.0 0.0
0.0 -0.4 0.1
0.1 0.0 0.0
0.0 0.0 0.0
0.0 0.0 0.0
0.1 0.0 -0.1
-0.1 -0.1 0.0
0.0 0.0 -0.1
0.0 0.0 0.1
0.0 0.0 0.0
-0.1 -0.1 -0.1
0.0 0.0 -0.1
0.0 0.0 0.0
0.3 0.0 -0.1
0.0 0.1 0.0
-0.3 0.0 0.1
-0.1 0.0 -0.1
-0.2 -0.1 0.2

---

No. 2
ORCA calculation (ωB97M-V with the def2-TZVPD basis set) on a gas-phase ion, C12H17N2O (charge +1) at a distorted geometry.

Results
* F_max: 5.188 eV Å⁻¹
* charge: +1
* HOMO energy: -0.467 Eh
* relative energy (zero: lowest compared OMol25 entry of this formula, charge and spin): 285.2 kJ/mol
* SMILES string: CC1=[NH+]C(C)(C)[C@](O)(c2ccccc2)N1
* lowest unoccupied orbital energy: -3.108 eV
* E: -17739.447 eV

Last column: Löwdin charge in e.
CARTESIAN COORDINATES (ANGSTROEM)
H  -3.931  -1.154  0.751  0.0751
C  1.472  -0.333  0.443  -0.2016
H  -0.579  -2.207  1.185  0.2296
H  1.430  -2.340  0.331  0.0832
N  -2.064  0.164  -0.290  0.1450
C  4.201  -0.510  0.239  -0.0487
C  2.169  0.864  0.208  0.0037
C  0.013  -0.235  0.504  -0.2216
C  -0.262  0.934  -1.809  -0.0152
H  -0.307  -0.076  -2.297  0.1025
C  -0.786  0.781  -0.404  -0.4443
H  0.500  0.796  2.350  0.0386
O  -0.302  0.423  2.054  -0.0630
H  -0.976  1.320  -2.629  0.1298
H  -2.856  0.598  -0.856  0.2256
H  -0.865  2.214  1.330  0.1161
H  5.269  -0.605  0.087  0.1179
C  2.057  -1.541  0.357  -0.0225
C  -1.027  2.261  0.167  0.0068
H  0.788  1.281  -1.701  0.0931
C  -2.053  -1.041  0.211  -0.2363
H  4.086  1.652  0.106  0.1035
H  -0.282  2.949  -0.273  0.0862
C  3.425  -1.646  0.136  -0.0303
H  -3.663  -2.124  -0.652  0.1088
H  3.742  -2.642  -0.015  0.1069
H  -3.311  -2.741  0.950  0.0862
C  3.590  0.738  0.338  -0.0191
H  1.587  1.767  0.195  0.1050
H  -2.062  2.544  -0.028  0.0800
N  -0.813  -1.359  0.569  0.1796
C  -3.317  -1.879  0.345  0.0796

Cartesian forces, eV/Å:
-2.0 1.1 0.9
-1.1 1.9 -1.5
-0.6 2.0 -1.3
-1.3 -2.6 0.0
-2.9 0.3 -2.1
0.2 -0.1 -0.5
1.8 -1.9 2.2
-0.7 3.6 3.7
-0.8 -2.4 -2.0
1.1 0.1 0.7
0.2 2.4 1.0
1.7 0.6 0.5
-1.0 -2.4 -2.8
1.2 1.0 1.8
1.2 -1.2 1.4
-0.6 0.3 -2.5
0.0 0.2 0.2
2.1 0.9 -0.3
1.6 -1.1 2.2
-1.0 0.1 -1.0
-0.5 -1.2 0.0
1.0 0.4 0.5
-0.7 -0.2 0.1
-1.1 0.3 1.0
-0.1 -0.1 -0.2
1.1 -0.7 -0.2
0.6 -0.9 0.8
-2.4 0.7 -1.9
0.5 0.5 -0.1
0.3 0.2 -0.2
0.2 -2.8 1.1
2.0 1.0 -1.6

---

No. 3
ORCA calculation (ωB97M-V with the def2-TZVPD basis set) on 2 unconnected molecules or ions with the total composition C2ClN2P at a distorted geometry.

Results
* F_max: 2.647 eV Å⁻¹
* HOMO energy (spin up / spin down): -0.423 / -0.349 Eh
* relative energy (zero: lowest compared OMol25 entry of this formula, charge and spin): 397.3 kJ/mol
* lowest unoccupied orbital energy (spin up / spin down): -2.541 / -4.284 eV
* E: -26860.179 eV

Last column: Löwdin charge in e.
CARTESIAN COORDINATES (ANGSTROEM)
C  -0.828  -0.672  -0.105  -0.6281
N  2.702  0.881  0.318  0.0333
Cl  -3.727  0.269  -0.185  0.1805
N  -0.099  -1.498  -0.456  0.0946
C  1.584  0.976  0.130  -0.0652
P  -1.915  0.656  0.414  0.3850

Cartesian forces, eV/Å:
-0.9 -0.2 -0.3
2.6 -0.2 0.5
-1.2 -0.8 -0.7
0.1 0.1 0.1
-2.6 0.2 -0.5
2.0 0.9 1.0

---

No. 4
ORCA calculation (ωB97M-V with the def2-TZVPD basis set) on a molecular structure, C32H31BrN5O5SV at a distorted geometry.

Results
* F_max: 1.089 eV Å⁻¹
* charge: -1
* expectation value of S²: 3.780
* HOMO energy (spin up / spin down): -0.079 / -0.208 Eh
* spin multiplicity: 4
* lowest unoccupied orbital energy (spin up / spin down): 1.941 / 1.939 eV
* E: -157944.294 eV

Last column: Löwdin charge in e.
CARTESIAN COORDINATES (ANGSTROEM)
C  -5.800  5.194  -0.097  -0.2072
O  1.805  3.690  1.920  -0.0084
N  -6.774  5.800  -0.022  0.1167
C  -2.201  2.891  -0.337  -0.1937
N  -1.625  0.015  -0.057  -0.0335
C  -2.423  3.836  0.681  -0.1090
C  4.840  1.359  -0.038  -0.1110
H  -1.969  -0.174  -1.010  0.0560
H  0.425  0.666  1.916  0.0813
H  -1.528  -1.011  2.457  0.0942
C  4.353  0.534  -1.091  -0.1925
H  5.276  -5.467  -1.167  0.1000
H  -1.641  4.013  1.412  0.0932
H  -1.244  -4.610  4.496  0.1026
C  2.719  -3.247  0.644  -0.3488
C  -4.583  4.427  -0.184  -0.2644
C  -4.399  3.521  -1.223  -0.0527
C  -1.930  -4.677  2.465  -0.0797
C  3.989  2.205  0.603  -0.0363
H  0.239  2.251  2.247  0.0783
C  2.628  2.281  0.201  -0.2006
O  0.514  3.261  0.137  -0.2103
C  -1.040  0.590  -3.174  -0.5381
C  3.575  -5.420  0.134  -0.0842
C  -0.584  -3.523  0.841  -0.0717
H  -1.044  0.964  3.828  0.1136
H  3.756  -1.577  -0.232  0.0639
C  3.710  -2.654  -0.130  -0.0892
O  0.711  3.499  -2.934  0.0808
H  5.888  1.314  0.236  0.0890
C  0.168  2.481  -3.277  -0.4925
C  -0.660  0.694  -4.638  -0.1107
O  -1.783  -0.304  -2.763  -0.0144
C  2.644  -4.625  0.788  -0.0739
H  4.315  2.854  1.403  0.1060
O  1.157  -1.129  0.441  -0.5198
H  -3.336  -0.932  0.747  0.1136
H  4.985  -0.129  -1.658  0.0718
H  -2.393  -4.559  0.368  0.1085
N  -0.474  1.568  -2.425  0.0407
H  -3.328  0.835  0.816  0.1082
C  0.287  -3.161  1.862  -0.4186
H  -1.552  0.588  -5.254  0.1150
H  0.003  -0.144  -4.860  0.0978
H  1.026  2.010  -5.181  0.1153
H  -0.395  -3.186  -0.170  0.1260
N  2.127  1.411  -0.768  0.0488
H  -2.051  1.977  2.791  0.1094
H  -2.807  -5.265  2.701  0.1018
H  -3.126  2.071  -2.102  0.0855
H  3.520  -6.496  0.234  0.1006
H  -5.171  3.404  -1.974  0.1078
H  -2.999  -0.257  3.037  0.1139
C  4.624  -3.461  -0.788  -0.0635
V  -0.445  1.801  -0.363  0.9137
H  5.382  -3.003  -1.409  0.1079
H  -0.937  -0.718  0.118  0.0567
H  -0.557  2.788  -5.251  0.1185
C  -1.052  -4.313  3.475  -0.0790
C  -2.704  -0.054  0.934  -0.2209
H  0.747  -3.224  3.953  0.1101
C  0.035  2.035  -4.728  -0.0939
C  -3.229  2.779  -1.285  -0.1052
S  1.658  -2.076  1.482  1.0177
C  4.559  -4.840  -0.654  -0.0842
C  -3.582  4.588  0.773  -0.0481
C  -2.158  -0.122  2.351  -0.1766
C  0.066  -3.543  3.174  -0.0914
C  2.995  0.636  -1.343  -0.7339
C  -1.386  1.111  2.795  -0.2245
Br  2.309  -0.570  -2.701  0.7456
N  -0.258  1.424  1.914  0.0128
H  -3.716  5.307  1.572  0.1086
H  1.868  -5.083  1.386  0.1041
C  -1.700  -4.281  1.150  -0.0632
C  1.682  3.160  0.806  -0.5905

Cartesian forces, eV/Å:
0.2 -0.1 0.0
0.3 0.2 0.1
-0.1 0.0 0.0
-0.5 0.3 0.2
0.1 -0.4 -0.1
0.1 0.0 0.0
0.1 0.0 0.0
0.0 0.0 0.0
-0.1 0.0 0.0
0.1 -0.1 0.0
-0.1 0.1 0.0
0.0 0.0 0.0
0.0 0.0 0.0
0.0 0.0 0.0
0.1 0.1 -0.1
-0.2 0.1 0.0
0.0 0.0 -0.1
0.0 0.0 0.0
-0.2 0.1 0.0
0.0 0.0 0.0
0.3 -0.3 -0.1
0.6 0.8 0.4
0.0 0.0 0.1
0.0 0.0 0.0
0.0 0.0 0.1
-0.1 0.0 0.0
0.0 0.0 0.0
0.0 -0.2 0.0
0.1 0.1 0.0
0.0 0.0 0.0
-0.1 -0.2 0.3
0.0 0.0 0.0
-0.1 -0.1 -0.1
0.0 0.0 0.0
0.0 0.0 0.0
0.0 -0.1 0.3
0.0 0.0 0.1
0.0 0.0 -0.1
0.0 0.0 0.0
-0.1 0.1 -0.8
0.0 0.0 0.0
0.0 0.0 -0.1
0.0 0.0 0.0
0.0 0.0 0.0
0.0 0.0 0.0
0.0 0.0 0.0
-0.3 0.1 0.2
0.0 0.0 0.0
0.0 0.0 0.0
0.0 0.0 0.0
0.0 0.0 0.0
0.0 0.0 0.0
0.0 0.0 0.0
-0.1 0.0 0.0
0.7 -0.2 0.2
0.0 0.0 0.0
0.0 0.0 0.1
0.0 0.0 0.0
0.0 0.0 -0.1
0.0 0.0 0.0
0.0 0.0 0.0
0.0 0.0 0.0
0.0 -0.1 0.0
-0.2 0.1 0.1
0.0 0.0 0.0
0.0 0.0 0.0
-0.1 0.0 0.0
-0.1 0.0 0.0
0.0 -0.2 -0.3
0.0 0.1 0.0
0.0 0.1 0.0
0.2 -0.3 -0.3
0.0 0.0 0.0
0.0 0.0 0.0
0.0 0.0 0.1
-0.7 -0.1 -0.2

---

- Among the records above, which one has the lowest F_max?
  C60H58Ge2N5O3S2Sc